Entry 1:
C4H11NO2 | the ωB97M-V functional and the def2-TZVPD basis

Computed properties:
- relative energy (zero: lowest compared OMol25 entry of this formula, charge and spin) (kcal per mole) = 50.2
- LUMO level (eV) = 0.852
- HOMO-LUMO gap (eV) = 9.24

```
! RIJCOSX wB97M-V def2-TZVPD def2/J DEFGRID3
* xyz 0 1
H -1.65150 2.49472 0.07396
N 1.50355 -0.85134 -0.19838
H 0.00970 2.96884 0.43386
O -1.13388 -2.12525 -1.25456
H -1.85165 -2.25227 -1.88410
H 2.43914 -1.11199 0.09595
H 1.01844 0.28440 1.46468
H -0.95867 0.12457 -0.08449
H 1.49347 -0.79508 -1.21204
C 1.11776 0.43368 0.38500
C -0.71571 2.16126 0.51488
H 1.87919 1.21358 0.22082
O -0.62193 -2.23414 0.85600
H -0.88611 1.95739 1.56952
H 0.23604 -1.90883 0.45516
H -0.09009 1.11121 -1.25860
C -0.21334 0.91020 -0.19144
C -1.57445 -2.38101 0.01380
*
```

Entry 2:
C4H11NO2 | the ωB97M-V functional and the def2-TZVPD basis

Computed properties:
- relative energy (zero: lowest compared OMol25 entry of this formula, charge and spin) (kcal per mole) = 71.0
- LUMO level (eV) = 0.221
- HOMO-LUMO gap (eV) = 9.16
- SMILES = C=N/C=C/C.O.O

```
! RIJCOSX wB97M-V def2-TZVPD def2/J DEFGRID3
* xyz 0 1
H 0.05414 0.72885 1.17216
H 2.04987 1.24594 -0.99920
H -0.70362 2.75421 0.82263
H 0.82285 -2.61660 0.60354
H -2.31855 -0.68397 0.01659
H -3.16708 -1.85677 0.18958
C -0.14218 0.39046 0.16197
H -1.97880 3.07081 -0.54664
H 2.13599 1.11441 0.47549
O 2.69889 1.18175 -0.34024
C -1.31130 2.37546 -0.02172
O -2.40546 -1.49613 0.54102
N -1.03573 1.21059 -0.50756
C 0.30567 -0.75462 -0.51326
H 2.03895 -1.35485 0.86649
C 1.27000 -1.75398 0.09460
H 1.88273 -2.40913 -0.56143
H -0.19639 -1.14643 -1.45403
*
```

Entry 3:
C4H11NO2 | the ωB97M-V functional and the def2-TZVPD basis

Computed properties:
- relative energy (zero: lowest compared OMol25 entry of this formula, charge and spin) (kcal per mole) = 39.1
- LUMO level (eV) = 0.868
- HOMO-LUMO gap (eV) = 9.64
- SMILES = C[C@@H](CO)NCO

```
! RIJCOSX wB97M-V def2-TZVPD def2/J DEFGRID3
* xyz 0 1
H 1.67643 -1.45555 -0.26059
C 1.37042 -0.58460 -0.86396
O -1.05709 1.84423 1.76857
H -1.66781 1.26751 2.23699
H 0.17196 1.96630 0.17498
H 0.65210 0.84453 1.51894
C -1.28101 -1.08653 1.04383
H -0.49846 -0.88883 -1.73057
H -1.65023 -1.88317 0.40467
H 1.84232 0.30405 -0.44265
O 1.95487 -0.90128 -2.10974
H 1.59077 -0.32053 -2.78656
H -0.43288 -1.39074 1.66408
H -2.13210 -0.80067 1.66318
C -0.83998 0.06731 0.11142
H -1.75645 0.54489 -0.24578
C -0.15647 1.19732 0.87571
N -0.03088 -0.37430 -1.00416
*
```

Entry 4:
C4H11NO2 | the ωB97M-V functional and the def2-TZVPD basis

Computed properties:
- relative energy (zero: lowest compared OMol25 entry of this formula, charge and spin) (kcal per mole) = 19.9
- LUMO level (eV) = 0.751
- HOMO-LUMO gap (eV) = 10.95
- SMILES = CCC(N)=O.CO

```
! RIJCOSX wB97M-V def2-TZVPD def2/J DEFGRID3
* xyz 0 1
H -2.27631 2.03153 -0.41153
H 0.48737 -0.28764 2.45141
C 1.18270 -0.40039 -0.11502
H -0.48074 0.64535 -1.70483
H -0.86919 -1.40287 2.45561
H -0.63774 -1.68891 0.06342
H -1.09965 3.23238 -1.08966
H 0.67144 -2.06372 2.05503
H -0.56059 1.96401 -0.05462
C -1.28497 2.19643 -0.81816
C 0.06256 -1.16402 1.97008
N 1.59695 -1.20433 -1.13800
H 0.93306 -1.85972 -1.51146
H -0.83822 0.02006 0.52178
O 1.83745 0.53229 0.30285
C -0.13661 -0.81259 0.47920
H 2.52407 -1.06962 -1.50869
O -1.11157 1.33177 -1.94742
*
```

Entry 5:
C4H11NO2 | the ωB97M-V functional and the def2-TZVPD basis

Computed properties:
- relative energy (zero: lowest compared OMol25 entry of this formula, charge and spin) (kcal per mole) = 36.3
- LUMO level (eV) = 0.833
- HOMO-LUMO gap (eV) = 10.24
- SMILES = CC[C@H](N)C=O.O

```
! RIJCOSX wB97M-V def2-TZVPD def2/J DEFGRID3
* xyz 0 1
H -2.69138 4.13891 -1.18541
C 0.47804 -1.27370 0.48714
N 0.25567 -2.65927 0.04207
H 3.30919 0.02229 -1.14702
H 0.87467 -3.30571 0.50467
O -1.14452 0.49008 0.90535
C -0.87439 -0.68814 0.85686
H -1.67565 -1.39721 1.12141
H 0.48728 -0.08958 -1.23001
H 1.26962 0.58199 0.15217
H 1.01304 -1.25699 1.44842
C 2.56651 -0.75994 -1.05762
O -2.25952 4.44631 -0.39362
H -2.84410 4.28910 0.37115
H 2.91354 -1.67439 -0.57263
H 0.47979 -2.70885 -0.94661
H 2.36221 -1.11715 -2.07278
C 1.23956 -0.31631 -0.46755
*
```

Entry 6:
C4H11NO2 | the ωB97M-V functional and the def2-TZVPD basis

Computed properties:
- relative energy (zero: lowest compared OMol25 entry of this formula, charge and spin) (kcal per mole) = 60.7
- LUMO level (eV) = 0.977
- HOMO-LUMO gap (eV) = 10.26
- SMILES = CC[C@H](O)CNO

```
! RIJCOSX wB97M-V def2-TZVPD def2/J DEFGRID3
* xyz 0 1
C 1.05086 0.14187 0.78018
C -0.75500 -0.34849 -0.93264
H -0.81775 -0.13251 -2.00022
H -0.27268 -1.32337 -0.80514
O -2.22250 -0.95152 0.88318
O -0.90540 1.55893 0.60793
H 2.73853 0.53957 -0.50952
H -2.04275 -0.18664 1.45207
N -2.19353 -0.40256 -0.44280
H 3.05792 -0.64295 0.75602
H 2.10004 -1.09653 -0.65439
C 2.31013 -0.29184 0.04772
H 0.61025 -0.69328 1.32626
H -1.67246 1.79938 0.07317
H -2.69597 -1.09406 -0.99594
C -0.05084 0.77530 -0.18428
H 1.28662 0.92549 1.50160
H 0.47454 1.42321 -0.90321
*
```

Entry 7:
C4H11NO2 | the ωB97M-V functional and the def2-TZVPD basis

Computed properties:
- relative energy (zero: lowest compared OMol25 entry of this formula, charge and spin) (kcal per mole) = 36.8
- LUMO level (eV) = 0.901
- HOMO-LUMO gap (eV) = 9.66
- SMILES = C[C@@H](O)CNCO

```
! RIJCOSX wB97M-V def2-TZVPD def2/J DEFGRID3
* xyz 0 1
N -0.47201 0.79470 0.90036
C -1.71001 0.71371 1.62192
C 1.24375 -0.41731 -0.36692
H 1.31052 -2.48058 -1.11124
C -0.25730 -0.20213 -0.12985
H 1.82639 -0.74003 0.49747
O -2.88406 0.82654 0.76456
O 1.70124 0.89389 -0.76855
H -0.65143 0.17553 -1.07812
C 1.44799 -1.46147 -1.48443
H 2.62625 0.86855 -0.49746
H -2.83766 1.72413 0.46492
H -0.18599 1.74372 0.81237
H -1.76705 1.58098 2.28006
H -1.73038 -0.25180 2.11851
H 2.48753 -1.29652 -1.78273
H -0.90987 -1.05162 0.08777
H 0.76210 -1.42030 -2.32864
*
```

Entry 8:
C4H11NO2 | the ωB97M-V functional and the def2-TZVPD basis

Computed properties:
- relative energy (zero: lowest compared OMol25 entry of this formula, charge and spin) (kcal per mole) = 14.4
- LUMO level (eV) = 0.807
- HOMO-LUMO gap (eV) = 10.40
- SMILES = C[C@H](O)[C@](C)(N)O

```
! RIJCOSX wB97M-V def2-TZVPD def2/J DEFGRID3
* xyz 0 1
C -0.74860 0.38770 -0.50786
O -1.01468 -0.49385 -1.58898
C -1.69267 0.14064 0.66131
H -0.87396 1.42988 -0.85013
C 1.06682 -1.26849 0.27667
H 1.04186 0.19971 -1.96335
H -1.95581 -0.45707 -1.78939
H 2.14298 -1.42565 0.31766
H -1.37875 0.73520 1.51445
H -1.68263 -0.91186 0.93525
O 1.55460 0.57818 -1.21719
C 0.79503 0.18841 -0.09049
H 0.62924 -1.49421 1.24383
H -2.71181 0.42968 0.40331
H 2.02095 0.83080 1.38875
H 1.04192 2.01683 0.73984
N 1.10499 1.04194 1.01097
H 0.66050 -1.92783 -0.48465
*
```

Entry 9:
C4H11NO2 | the ωB97M-V functional and the def2-TZVPD basis

Computed properties:
- LUMO level (spin up / spin down) (eV) = 1.021 / -1.930
- expectation value of S² = 2.009
- HOMO-LUMO gap (spin up / spin down) (eV) = 7.94 / 7.71

```
! RIJCOSX wB97M-V def2-TZVPD def2/J DEFGRID3
* xyz 0 3
O 2.27944 -0.29362 0.57479
H 2.17648 1.66566 2.22855
C 1.12992 1.43262 1.86368
C 1.17982 0.55651 0.66645
H 0.46946 2.18945 1.57061
H -1.49532 1.41175 -1.09550
H 0.71604 0.79183 2.73891
H 2.49144 -0.80096 1.42545
C -0.78437 -1.77447 -1.02670
H 1.30107 1.06588 -0.25892
O -0.00898 -0.05299 0.59285
H -2.51817 0.02293 -0.55686
H 0.12020 -2.35896 -0.88987
N -0.46544 -0.40005 -1.09049
H -1.41377 -1.84889 -2.05714
H -1.34666 -1.92791 -0.08715
C -1.66496 0.33776 -1.25100
H -2.07506 0.34715 -2.34441
*
```

Entry 10:
C4H11NO2 | the ωB97M-V functional and the def2-TZVPD basis

Computed properties:
- relative energy (zero: lowest compared OMol25 entry of this formula, charge and spin) (kcal per mole) = 34.7
- LUMO level (spin up / spin down) (eV) = -4.941 / -8.084
- expectation value of S² = 0.766
- HOMO-LUMO gap (spin up / spin down) (eV) = 9.31 / 6.16

```
! RIJCOSX wB97M-V def2-TZVPD def2/J DEFGRID3
* xyz 1 2
H -0.65571 1.48526 -3.19878
C 1.87679 0.18579 -0.35256
H -1.21367 -2.89842 0.94823
H 1.08749 1.25481 -2.85543
H -0.39389 1.51924 2.44577
C -1.35011 0.99392 -0.67679
H 0.12183 -0.13814 -3.25075
H 2.20692 1.09767 -0.86115
H -1.97889 1.76113 -1.10692
H 2.53584 -0.21686 0.40862
C -0.19941 0.56224 -1.31771
H -0.62794 -1.82289 1.82218
O -0.87044 -2.75851 1.83796
C 0.08165 0.83454 -2.74495
O 0.04194 0.69480 2.66719
H -0.38792 0.38314 3.47291
N 0.66911 -0.14520 -0.54622
H -1.58625 0.62958 0.31566
*
```

Entry 11:
C4H11NO2 | the ωB97M-V functional and the def2-TZVPD basis

Computed properties:
- relative energy (zero: lowest compared OMol25 entry of this formula, charge and spin) (kcal per mole) = 64.3
- LUMO level (spin up / spin down) (eV) = -4.358 / -9.296
- expectation value of S² = 0.754
- HOMO-LUMO gap (spin up / spin down) (eV) = 10.42 / 5.48

```
! RIJCOSX wB97M-V def2-TZVPD def2/J DEFGRID3
* xyz 1 2
C -2.15079 -0.37773 -0.18582
C 0.69104 0.20108 -1.42620
O 2.91146 -1.76811 0.32729
H -1.52875 -1.13392 0.29681
H -3.16607 -0.16338 0.20907
H 1.73033 0.69254 -1.38780
C -0.35702 0.79984 1.18703
O -0.13874 -0.32721 1.68646
C -1.22707 0.86795 -0.05846
H 2.47359 -0.89761 0.41110
H -0.82230 1.21941 -1.95590
H 0.55265 -0.24832 -2.42357
H -2.32163 -0.42459 -1.29236
H 0.19587 1.72037 1.47334
H 0.65019 -0.70667 -0.72614
H -1.82985 1.79984 0.16549
N -0.27867 1.18626 -1.17933
H 2.09788 -2.34578 0.27599
*
```

Entry 12:
C4H11NO2S | the ωB97M-V functional and the def2-TZVPD basis

Computed properties:
- relative energy (zero: lowest compared OMol25 entry of this formula, charge and spin) (kcal per mole) = 53.8
- LUMO level (eV) = 0.791
- HOMO-LUMO gap (eV) = 9.50

```
! RIJCOSX wB97M-V def2-TZVPD def2/J DEFGRID3
* xyz 0 1
H 0.42408 -1.44497 0.46133
C -2.06043 1.24140 2.79522
H -3.11120 1.06611 2.80115
H -1.50930 0.61919 3.44014
H 2.78798 -1.48178 -2.20050
H 2.22047 -1.35015 0.50625
H -1.84899 -0.30474 -0.29419
H -1.90046 2.25544 3.10959
N 0.03757 0.28013 -1.20400
H 1.22218 -2.48992 -0.52386
H 2.74987 0.27789 -2.38388
C 1.24983 -1.51705 -0.13093
H 1.52015 -0.51604 -3.20486
H -0.02447 1.03913 -1.88957
C 2.08661 -0.53078 -2.30373
O -1.84057 2.31210 0.36559
S -1.20782 1.21752 1.14787
C 1.04870 -0.47778 -1.20582
O -1.84418 -0.19570 0.71418
*
```

| no. | energy (Eh) |
| --- | --- |
| 1 | -364.18818 |
| 2 | -364.15502 |
| 3 | -364.20592 |
| 4 | -364.23648 |
| 5 | -364.21029 |
| 6 | -364.17145 |
| 7 | -364.20953 |
| 8 | -364.24523 |
| 9 | -363.99661 |
| 10 | -363.87309 |
| 11 | -363.82595 |
| 12 | -762.36360 |